A cluster of 2 separate species, C30H46Br2N2O2S2Si2 in total in a non-equilibrium geometry, computed with ωB97M-V with the def2-TZVPD basis set.

## Properties
orbital gap = 2.18 eV
LUMO = -2.547 eV

The geometry in XYZ format:
```
86
Properties=species:S:1:pos:R:3:mulliken_charge:R:1
C 4.27 -4.35 2.84 -0.868
C 4.18 -4.51 1.21 0.152
Br 5.29 -6.00 0.39 -0.125
C 3.35 -3.61 0.32 -0.335
Br 3.48 -4.08 -1.66 -0.092
C 2.46 -2.36 0.91 -0.570
N 1.00 -2.80 1.15 -0.002
C 0.10 -2.36 0.20 0.419
C -1.50 -2.69 0.34 -0.653
C -2.41 -1.37 0.79 -0.342
C -2.22 -0.98 2.39 0.287
C -1.55 0.47 2.86 -0.370
C -1.32 0.94 4.41 -0.414
C -1.76 -0.07 5.63 -0.364
C -2.46 -1.50 5.20 -0.382
C -2.70 -1.97 3.64 -0.429
S 1.07 -1.40 -1.09 0.200
C 2.48 -0.92 0.06 0.411
C 3.98 -0.68 -0.55 -0.247
C 4.46 0.88 -0.65 -0.299
C 6.12 0.86 -0.42 -0.921
C 6.29 0.75 1.24 0.390
C 6.73 -0.69 1.98 -0.269
C 6.85 -0.78 3.63 -0.482
C 6.51 0.57 4.55 -0.331
C 6.09 2.02 3.87 -0.428
C 5.99 2.06 2.23 -0.294
C 1.81 0.18 1.08 -0.898
S 1.15 1.72 0.22 0.774
O 1.21 2.87 1.29 -0.651
O -0.26 1.56 -0.39 -0.340
H 5.40 -4.29 3.17 0.306
H 3.67 -3.45 3.29 0.227
H 3.84 -5.36 3.30 0.333
H 2.73 -1.96 2.00 0.432
H 0.77 -3.34 2.02 0.345
H -1.96 -3.24 -0.60 0.408
H -1.61 -3.45 1.25 0.294
H -2.15 -0.46 0.06 0.148
H -3.58 -1.57 0.62 0.385
H -1.23 1.21 2.01 0.427
H -0.81 1.99 4.63 0.317
H -1.60 0.27 6.75 0.294
H -2.79 -2.20 6.11 0.263
H -3.22 -3.02 3.42 0.269
H 4.84 -1.28 -0.01 0.138
H 3.95 -1.10 -1.67 0.318
H 4.28 1.34 -1.73 0.254
H 4.04 1.59 0.17 0.099
H 6.59 1.89 -0.71 0.353
H 6.64 -0.07 -0.91 0.332
H 6.94 -1.65 1.34 0.311
H 7.15 -1.77 4.20 0.305
H 6.57 0.51 5.72 0.297
H 5.85 3.00 4.51 0.299
H 5.66 3.05 1.65 0.282
H 2.69 0.56 1.79 0.337
H 0.98 -0.23 1.79 0.507
H 1.99 2.17 -0.85 0.164
C -1.85 0.82 -3.40 -0.596
Si -3.46 1.67 -3.94 0.068
C -3.69 1.29 -5.76 -1.048
C -3.20 3.51 -3.73 -1.023
N -4.75 1.05 -2.95 -0.136
Si -6.39 1.60 -3.17 0.148
C -7.07 1.23 -4.88 -1.037
C -6.58 3.44 -2.84 -1.036
C -7.49 0.70 -1.92 -1.026
H -1.02 1.18 -4.00 0.282
H -1.64 1.03 -2.35 -0.154
H -1.92 -0.26 -3.53 0.225
H -2.76 1.48 -6.31 0.343
H -4.46 1.92 -6.21 0.300
H -3.95 0.24 -5.91 0.247
H -3.17 3.79 -2.67 0.230
H -3.99 4.09 -4.22 0.298
H -2.25 3.81 -4.19 0.371
H -6.63 1.87 -5.64 0.308
H -8.15 1.38 -4.89 0.357
H -6.88 0.18 -5.15 0.244
H -6.10 3.72 -1.90 0.242
H -7.64 3.70 -2.77 0.358
H -6.16 4.04 -3.65 0.308
H -7.16 0.91 -0.90 0.238
H -7.45 -0.38 -2.09 0.243
H -8.53 1.03 -2.03 0.271
```

***

A cluster of 9 separate species, C8H28O8 in total in a non-equilibrium geometry, computed with ωB97M-V with the def2-TZVPD basis set.

## Properties
orbital gap = 8.71 eV
energy relative to the best compared isomer or geometry (same formula, charge and spin) = 3.3677 eV
SMILES = C=C/C=C/C(=C)CC.O.O.O.O.O.O.O.O
LUMO = 0.133 eV

The geometry in XYZ format:
```
44
Properties=species:S:1:pos:R:3:nbo_charge:R:1
C 3.50 -1.23 -1.35 -0.616
C 2.43 -0.39 -0.66 -0.443
C 1.24 -0.21 -1.61 0.015
C 1.30 0.79 -2.49 -0.417
C -0.35 -1.46 -0.28 -0.174
C 0.18 -1.22 -1.50 -0.286
C -2.15 -2.68 0.99 -0.423
C -1.24 -2.59 0.01 -0.185
H 4.46 -1.46 -0.88 0.215
H 3.87 -0.69 -2.23 0.209
H 3.21 -2.28 -1.52 0.209
H 2.01 -0.84 0.24 0.224
H 2.94 0.54 -0.40 0.210
H 0.56 1.00 -3.25 0.183
H 2.14 1.47 -2.53 0.194
H 0.15 -0.90 0.50 0.218
H -0.23 -1.87 -2.26 0.243
H -2.41 -3.69 1.29 0.202
H -2.49 -1.80 1.50 0.201
H -1.02 -3.42 -0.66 0.201
H -1.27 -0.38 -2.44 0.497
H -1.06 1.09 -2.40 0.457
O -1.79 0.46 -2.39 -0.965
H -2.99 -1.73 -1.86 0.490
H -2.73 -2.94 -2.67 0.476
O -2.33 -2.08 -2.48 -0.946
H -0.02 1.29 3.66 0.471
H -0.91 0.29 4.23 0.465
O 0.00 0.59 4.33 -0.937
H 3.09 1.66 1.84 0.476
H 2.23 2.89 1.33 0.481
O 3.02 2.61 1.79 -0.954
H 1.97 -3.09 2.04 0.473
H 0.50 -3.09 2.52 0.479
O 1.14 -2.60 2.00 -0.944
H -2.22 2.88 2.79 0.474
H -2.68 1.37 2.47 0.496
O -2.27 1.97 3.09 -0.970
H -2.44 1.99 -0.53 0.495
H -3.01 2.64 0.81 0.462
O -3.01 1.88 0.24 -0.957
H 1.84 3.97 -1.80 0.479
H 0.26 3.95 -1.74 0.474
O 1.07 3.94 -1.24 -0.951
```

***

no.,HOMO (eV)
1,-4.72
2,-8.58